No. 1
Here is a molecular structure, C13H45InN18O10PS in a non-equilibrium geometry from OMol25. Energies are from ωB97M-V/def2-TZVPD.

Properties
- HOMO energy (eV) = -4.71
- net charge = -1
- largest force on an atom (hartree/bohr) = 0.0311

Structure (XYZ):
```
89
Properties=species:S:1:pos:R:3:mulliken_charge:R:1
C 2.303 1.219 -3.147 -0.189
C 1.703 1.578 -2.138 -0.923
In 0.285 2.040 -0.399 1.007
O 1.435 2.505 1.282 -0.764
C 1.304 1.404 2.208 -0.405
C 1.865 0.042 1.659 -0.100
P -1.402 3.826 -1.049 -0.046
S -2.978 3.632 0.152 -0.554
H 2.558 0.638 -4.062 0.412
H -0.570 0.526 -0.044 -0.117
H 1.901 1.640 3.146 0.314
H 0.203 1.343 2.481 0.213
H 1.204 -0.456 0.895 -0.056
H 1.908 -0.683 2.528 0.057
H 2.918 0.191 1.280 0.192
H -1.873 3.565 -2.385 0.052
H -0.879 5.149 -0.917 0.020
C 4.746 -2.600 2.011 0.651
O 3.526 -2.555 1.987 -0.535
N 5.487 -2.855 0.904 -0.367
N 5.467 -2.397 3.152 -0.389
H 6.488 -2.898 0.899 0.137
H 4.985 -3.008 0.041 0.174
H 4.951 -2.204 3.992 0.201
H 6.468 -2.429 3.192 0.150
C -2.012 6.998 -3.870 0.672
O -1.056 6.259 -4.024 -0.604
N -2.372 7.935 -4.796 -0.407
N -2.805 6.955 -2.766 -0.268
H -3.154 8.553 -4.690 0.147
H -1.810 7.997 -5.626 0.226
H -2.574 6.277 -2.059 0.072
H -3.595 7.555 -2.623 0.163
C -1.899 -2.053 1.311 0.771
O -1.746 -0.919 0.889 -0.643
N -0.904 -2.997 1.235 -0.490
N -3.048 -2.482 1.883 -0.218
H -0.999 -3.940 1.570 0.166
H -0.034 -2.712 0.813 0.068
H -3.805 -1.818 1.958 0.200
H -3.183 -3.414 2.232 0.107
C 2.999 -4.237 -2.093 0.703
O 3.932 -4.393 -1.319 -0.664
N 2.267 -3.094 -2.133 -0.256
N 2.616 -5.198 -2.980 -0.435
H 1.498 -2.944 -2.760 0.155
H 2.521 -2.360 -1.490 0.123
H 3.136 -6.057 -2.978 0.217
H 1.854 -5.091 -3.623 0.143
C -1.766 7.462 2.319 0.562
O -1.096 8.429 2.655 -0.683
N -1.782 6.983 1.050 -0.216
N -2.557 6.779 3.191 -0.358
H -2.331 6.188 0.762 0.071
H -1.210 7.457 0.373 0.161
H -2.575 7.100 4.142 0.194
H -3.112 5.982 2.932 0.196
C -6.498 -2.822 1.878 0.692
O -5.835 -1.852 2.201 -0.698
N -6.533 -3.292 0.603 -0.368
N -7.260 -3.518 2.768 -0.410
H -7.070 -4.088 0.316 0.153
H -5.981 -2.803 -0.081 0.221
H -7.257 -3.199 3.721 0.225
H -7.812 -4.319 2.524 0.149
C -0.055 -2.245 5.282 0.604
O -1.275 -2.226 5.297 -0.659
N 0.664 -2.458 4.151 -0.130
N 0.694 -2.054 6.408 -0.384
H 1.667 -2.478 4.121 0.123
H 0.150 -2.602 3.297 0.089
H 0.198 -1.893 7.267 0.221
H 1.696 -2.065 6.420 0.145
C 6.371 2.395 -5.206 0.562
O 7.580 2.465 -5.375 -0.666
N 5.811 1.710 -4.177 -0.298
N 5.478 3.000 -6.039 -0.347
H 4.819 1.642 -4.024 0.206
H 6.435 1.250 -3.538 0.164
H 5.853 3.517 -6.814 0.198
H 4.483 2.955 -5.918 0.185
C -2.599 -5.507 -1.032 0.565
O -2.913 -5.697 0.133 -0.629
N -1.940 -4.393 -1.442 -0.231
N -2.883 -6.402 -2.023 -0.402
H -1.673 -4.221 -2.393 0.155
H -1.713 -3.708 -0.736 0.179
H -3.370 -7.240 -1.757 0.230
H -2.635 -6.268 -2.984 0.146
```

=====

No. 2
Here is 9 unconnected molecules or ions with the total composition C13H46BN16O9S in a non-equilibrium geometry from OMol25. Energies are from ωB97M-V/def2-TZVPD.

Properties
- HOMO energy (eV) = -11.19
- net charge = +1
- largest force on an atom (hartree/bohr) = 0.0326

Structure (XYZ):
```
86
Properties=species:S:1:pos:R:3:mulliken_charge:R:1
C 3.546 0.880 0.649 -1.341
C 2.328 0.019 0.274 -0.051
C 1.446 0.851 -0.639 -0.810
C 0.089 0.173 -0.923 -0.418
S -1.202 1.103 -0.064 -0.143
B -2.907 0.274 -0.273 0.467
C -4.097 1.032 0.364 -0.767
O -3.043 -0.885 -0.900 -0.354
H 4.016 0.590 1.575 0.239
H 3.247 1.921 0.712 0.412
H 4.236 0.826 -0.183 0.244
H 1.800 -0.334 1.157 0.349
H 2.697 -0.859 -0.248 0.276
H 1.291 1.795 -0.129 0.551
H 1.957 1.074 -1.564 -0.010
H -0.120 0.231 -1.981 0.517
H 0.098 -0.870 -0.635 0.437
H -0.843 0.986 1.228 0.257
H -3.741 1.890 0.926 0.322
H -4.675 0.382 1.008 0.361
H -4.771 1.425 -0.395 0.149
H -2.501 -1.556 -0.420 0.228
C 7.194 0.623 1.917 0.706
O 6.331 -0.252 1.862 -0.626
N 7.812 1.088 0.794 -0.391
N 7.587 1.191 3.084 -0.234
H 8.513 1.804 0.805 0.149
H 7.531 0.698 -0.087 0.192
H 7.144 0.877 3.934 0.106
H 8.289 1.903 3.141 0.164
C -2.180 -3.812 1.881 0.716
O -1.793 -2.689 1.548 -0.659
N -2.854 -4.638 1.038 -0.346
N -1.950 -4.299 3.126 -0.434
H -3.172 -5.553 1.299 0.175
H -3.039 -4.313 0.107 0.145
H -1.457 -3.708 3.772 0.235
H -2.249 -5.207 3.430 0.160
C -8.454 0.865 -2.580 0.573
O -9.504 0.849 -3.182 -0.608
N -8.090 1.924 -1.777 -0.340
N -7.547 -0.158 -2.647 -0.265
H -7.232 1.964 -1.263 0.122
H -8.741 2.685 -1.704 0.183
H -7.787 -0.944 -3.224 0.186
H -6.675 -0.166 -2.154 0.110
C -6.694 6.095 -2.451 0.560
O -6.074 7.129 -2.312 -0.616
N -7.915 6.037 -3.059 -0.330
N -6.204 4.890 -2.003 -0.262
H -8.436 5.190 -3.188 0.150
H -8.298 6.901 -3.397 0.209
H -5.306 4.907 -1.557 0.130
H -6.687 4.017 -2.101 0.220
C 5.066 2.552 -2.830 0.606
O 6.032 2.571 -2.093 -0.619
N 3.788 2.730 -2.354 -0.352
N 5.167 2.347 -4.176 -0.397
H 2.973 2.715 -2.937 0.175
H 3.690 2.885 -1.368 0.186
H 6.089 2.215 -4.550 0.235
H 4.382 2.332 -4.799 0.155
C 6.301 -0.498 6.236 0.699
O 6.866 0.548 5.944 -0.729
N 5.547 -1.201 5.343 -0.239
N 6.383 -1.036 7.486 -0.404
H 5.074 -2.057 5.569 0.155
H 5.471 -0.837 4.407 0.074
H 6.931 -0.541 8.164 0.224
H 5.931 -1.890 7.752 0.164
C -3.791 -2.979 -4.439 0.636
O -4.047 -4.049 -3.921 -0.621
N -4.093 -2.694 -5.739 -0.384
N -3.175 -1.973 -3.736 -0.225
H -3.889 -1.818 -6.180 0.164
H -4.544 -3.415 -6.272 0.236
H -2.957 -2.163 -2.779 0.092
H -2.949 -1.076 -4.121 0.139
C 2.876 -3.762 2.869 0.699
O 2.911 -3.986 4.064 -0.656
N 1.704 -3.782 2.155 -0.239
N 3.989 -3.468 2.136 -0.339
H 1.655 -3.602 1.171 0.135
H 0.861 -3.996 2.653 0.089
H 4.868 -3.439 2.620 0.193
H 3.974 -3.278 1.153 0.152
```

=====

No. 3
Here is a molecular structure, C13H47HgO13 in a non-equilibrium geometry from OMol25. Energies are from ωB97M-V/def2-TZVPD.

Properties
- HOMO energy (eV) = -11.42
- ΔE to the lowest compared entry with this formula, charge and spin (kJ/mol) = 0.0
- net charge = +1
- largest force on an atom (hartree/bohr) = 0.0251

Structure (XYZ):
```
74
Properties=species:S:1:pos:R:3:mulliken_charge:R:1
Hg 2.948 -1.928 0.086 0.899
C -0.778 0.014 0.002 0.485
C 0.572 -0.617 -0.132 1.175
O 0.682 -1.887 -0.214 -1.112
O 1.598 0.106 -0.079 0.853
H -0.823 0.921 -0.598 0.015
H -0.914 0.289 1.047 -0.867
H -1.563 -0.682 -0.280 0.084
C -3.129 0.694 -2.631 -0.534
O -4.407 1.042 -2.137 -0.611
H -2.773 -0.272 -2.268 0.224
H -3.120 0.693 -3.725 0.467
H -2.428 1.480 -2.346 0.118
H -5.101 0.757 -2.735 0.320
C 4.597 -0.745 -2.667 -0.805
O 3.363 -1.111 -2.051 -0.269
H 4.853 -1.415 -3.490 0.310
H 4.545 0.270 -3.067 0.324
H 5.388 -0.792 -1.924 0.266
H 2.655 -1.139 -2.720 0.189
C 4.553 0.947 0.416 -0.557
O 4.702 -0.458 0.709 -0.447
H 4.009 1.049 -0.515 0.068
H 3.981 1.439 1.207 0.242
H 5.528 1.429 0.363 0.460
H 5.372 -0.592 1.385 0.249
C 3.138 -1.604 3.502 -0.820
O 2.444 -1.276 2.305 -0.204
H 2.432 -1.895 4.280 0.275
H 3.780 -2.463 3.311 0.321
H 3.755 -0.770 3.841 0.290
H 1.858 -0.511 2.449 0.133
C -2.899 0.548 3.639 0.171
O -4.110 1.079 3.144 -0.549
H -3.083 -0.447 4.051 0.327
H -2.152 0.415 2.846 -0.560
H -2.478 1.225 4.390 0.248
H -4.003 1.276 2.201 0.428
C -3.222 3.118 0.623 -0.505
O -3.761 1.806 0.462 -0.460
H -3.729 3.857 0.006 0.328
H -3.229 3.361 1.684 0.296
H -2.154 3.132 0.343 0.061
H -4.084 1.719 -0.448 0.249
C 1.010 0.024 -3.888 -0.674
O 1.366 -1.344 -4.067 -0.599
H 0.126 0.289 -4.479 0.389
H 0.806 0.307 -2.852 0.217
H 1.797 0.642 -4.319 0.266
H 0.578 -1.895 -4.072 0.304
C -1.244 -5.114 -0.296 -0.706
O -1.547 -3.800 0.186 -0.582
H -0.854 -5.072 -1.314 0.276
H -0.534 -5.625 0.361 0.283
H -2.169 -5.684 -0.278 0.283
H -0.779 -3.237 0.031 0.323
C 1.897 3.726 -0.501 -0.506
O 1.419 2.684 -1.335 -0.532
H 1.281 3.844 0.399 0.179
H 2.926 3.532 -0.178 0.156
H 1.863 4.661 -1.051 0.336
H 1.667 1.840 -0.935 0.007
C -4.786 -1.882 -0.575 -0.152
O -4.051 -3.075 -0.873 -0.487
H -5.611 -1.809 -1.277 0.266
H -5.140 -1.895 0.458 0.252
H -4.138 -1.012 -0.703 -0.102
H -3.213 -3.050 -0.387 0.366
C 0.839 2.066 2.695 -0.442
O 0.849 0.787 3.322 -0.604
H 1.717 2.637 3.015 0.367
H 0.893 1.948 1.614 -0.150
H -0.047 2.647 2.944 0.404
H 0.267 0.799 4.087 0.287
```